# 1
Here is a cluster of 2 separate species, C30H23NO5 in total in a non-equilibrium geometry from the OMol25 dataset. Energies are from ωB97M-V/def2-TZVPD.

Atoms and positions in Å:
C (-1.27321, -0.72402, 1.62971)
C (-0.72509, -0.21500, 2.87190)
C (0.58242, -0.56293, 3.28108)
C (1.02455, -0.26992, 4.57033)
C (0.18864, 0.40156, 5.47296)
C (-1.08943, 0.80423, 5.06559)
C (-1.53950, 0.51101, 3.78043)
C (-2.44077, -0.16804, 0.97802)
C (-3.03707, -1.18829, 0.15741)
C (-4.24769, -0.97327, -0.48037)
C (-4.89373, 0.25531, -0.29348)
C (-4.30564, 1.26505, 0.48806)
C (-3.07026, 1.06523, 1.11488)
C (-2.22930, -2.38927, 0.28080)
C (-1.15868, -2.11103, 1.20893)
C (-0.37180, -3.15937, 1.68301)
C (-0.60813, -4.45274, 1.20335)
C (-1.62532, -4.70879, 0.26697)
C (-2.43803, -3.66977, -0.20582)
H (1.24203, -1.05322, 2.56399)
H (2.02693, -0.57137, 4.87526)
H (0.53567, 0.62015, 6.48439)
H (-1.74142, 1.34614, 5.75181)
H (-2.54897, 0.79698, 3.48999)
H (-4.65047, -1.75423, -1.12467)
H (-5.85372, 0.43855, -0.77754)
H (-4.81328, 2.22352, 0.60360)
H (-2.58581, 1.85752, 1.68462)
H (0.39643, -2.96622, 2.42789)
H (0.00547, -5.27733, 1.56936)
H (-1.78465, -5.72530, -0.09271)
H (-3.22545, -3.83347, -0.93945)
C (5.23105, -1.62511, 0.20164)
C (4.43696, -0.57075, -0.52157)
O (3.03796, -0.82655, -0.28872)
C (2.28965, 0.13355, -0.91128)
C (0.86304, -0.06982, -0.79680)
C (-0.06099, 0.61886, -1.61069)
O (-1.28242, 0.36674, -1.60954)
C (0.40463, 1.69774, -2.58530)
C (1.25444, 1.39301, -3.65572)
C (1.62001, 2.36586, -4.57886)
C (1.12621, 3.67532, -4.41640)
N (1.63314, 4.72183, -5.24152)
O (1.24202, 5.89306, -5.03403)
O (2.45906, 4.43221, -6.13737)
C (0.20888, 3.97912, -3.39276)
C (-0.17787, 2.97403, -2.51216)
O (2.87333, 1.04480, -1.50182)
H (6.29577, -1.40525, 0.09765)
H (4.99264, -1.65027, 1.26909)
H (5.04692, -2.61630, -0.22355)
H (4.70364, 0.43155, -0.15959)
H (4.64341, -0.61079, -1.60127)
H (0.54232, -0.88505, -0.17064)
H (1.64818, 0.38329, -3.76810)
H (2.30987, 2.15008, -5.39143)
H (-0.16756, 4.99588, -3.30932)
H (-0.91899, 3.19125, -1.74025)

HOMO energy (eV): -7.2
Molar mass (g mol⁻¹): 477.516

=====

# 2
Here is the ion C7H6NO3S with charge -1 in a non-equilibrium geometry from the OMol25 dataset. Energies are from ωB97M-V/def2-TZVPD.

Atoms and positions in Å:
C (2.37578, 0.45640, 1.27178)
C (1.33050, 1.34418, 1.12818)
C (2.14949, -0.95302, 0.97613)
C (0.10864, 0.90918, 0.61743)
C (0.97202, -1.35135, 0.33875)
C (-0.08356, -0.37118, 0.24008)
C (-1.40679, -0.74365, -0.46641)
N (-1.41590, -0.35000, -1.92130)
O (-1.33889, 1.04056, -2.50902)
O (-3.69940, 1.09018, -1.71572)
O (-1.66630, -1.98149, -0.44258)
S (-2.76018, 0.38700, -2.60435)
H (3.32880, 0.82776, 1.76400)
H (1.36580, 2.32190, 1.39398)
H (2.98927, -1.66869, 1.14217)
H (-0.82235, 1.45372, 0.44829)
H (0.75091, -2.40442, 0.35668)
H (-2.17785, -0.00707, -0.01809)

HOMO energy (eV): -3.8
Charge: -1
Molar mass (g mol⁻¹): 184.196
Energy above the lowest of the compared OMol25 structures with the same formula, charge and spin (kcal/mol): 73.6

=====

# 3
Here is an isolated molecule of C4H7ClN2 in a non-equilibrium geometry from the OMol25 dataset. Energies are from ωB97M-V/def2-TZVPD.

Atoms and positions in Å:
C (-1.20010, -1.03430, 0.55165)
C (-0.82321, 0.13250, -0.35887)
C (-0.30193, 1.33913, 0.34525)
N (0.91883, 1.60367, 0.29236)
C (1.53000, 0.53356, -0.46355)
Cl (2.22595, -0.74897, 0.85129)
N (0.62154, -0.11261, -1.21288)
H (-1.66886, -0.62433, 1.41283)
H (-0.15475, -1.43208, 0.88520)
H (-1.87977, -1.73178, 0.08721)
H (-1.60730, 0.39979, -1.07633)
H (-0.78113, 1.92758, 1.08628)
H (2.54095, 0.82219, -0.93576)
H (0.57978, -1.07434, -1.46467)

HOMO energy (eV): -9.6
SMILES string: C[C@H]1C=N[C@@H](Cl)N1
Molar mass (g mol⁻¹): 118.567
Energy above the lowest of the compared OMol25 structures with the same formula, charge and spin (kcal/mol): 49.0

=====

# 4
Here is the ion C6H13O with charge -1 in a non-equilibrium geometry from the OMol25 dataset. Energies are from ωB97M-V/def2-TZVPD.

Atoms and positions in Å:
C (1.72468, -0.33388, -2.35329)
C (1.20926, 0.60816, -1.22419)
C (0.44798, -0.09531, -0.10064)
C (1.33305, -0.73112, 0.96912)
C (-0.68300, 0.83689, 0.52592)
C (-1.66492, 0.05931, 1.42398)
O (-2.81400, -0.25139, 0.80414)
H (2.53249, -0.91255, -1.91614)
H (0.89694, -0.94500, -2.70804)
H (2.04502, 0.28934, -3.18775)
H (0.63021, 1.47613, -1.54487)
H (2.14305, 1.03780, -0.83847)
H (-0.28206, -0.77132, -0.57212)
H (1.43349, -1.80175, 0.78350)
H (0.94275, -0.50009, 1.95775)
H (2.34200, -0.30411, 0.93497)
H (-0.10926, 1.70372, 0.89675)
H (-1.22668, 1.23896, -0.33529)
H (-1.15888, -0.81535, 1.88139)
H (-1.78110, 0.77271, 2.32100)

HOMO energy (eV): -2.1
Charge: -1
SMILES string: CC[C@@H](C)CC[O-]
Molar mass (g mol⁻¹): 101.169
Energy above the lowest of the compared OMol25 structures with the same formula, charge and spin (kcal/mol): 16.0

=====

# 5
Here is an isolated molecule of C5H6O from the OMol25 dataset. Energies are from ωB97M-V/def2-TZVPD.

Atoms and positions in Å:
C (2.52272, -0.36223, 0.96846)
C (1.96538, -0.27690, -0.10017)
C (0.72385, -0.05196, -0.85705)
O (0.54789, -0.15469, -2.04599)
C (-0.34542, 0.34858, 0.14843)
C (-1.75411, -0.04399, -0.27025)
H (2.96914, -0.43394, 1.93416)
H (-0.01365, -0.04842, 1.11447)
H (-0.26711, 1.44017, 0.24389)
H (-2.46200, 0.18181, 0.53224)
H (-1.83054, -1.11047, -0.50691)
H (-2.05614, 0.51203, -1.16129)

HOMO energy (eV): -10.3
SMILES string: C#CC(=O)CC
Molar mass (g mol⁻¹): 82.102
Energy above the lowest of the compared OMol25 structures with the same formula, charge and spin (kcal/mol): 48.1